Record 1
Here is a single C4H11N3OS molecule at a distorted geometry from the Open Molecules 2025 dataset. Energies are from the ωB97M-V functional and the def2-TZVPD basis.

CARTESIAN COORDINATES (ANGSTROEM)
1 C -0.71769 -0.01944 1.93179
2 C -0.66405 -1.02894 0.77416
3 C 0.51793 0.84594 1.80928
4 C 0.02492 -1.02572 -1.59435
5 N 2.01590 0.94708 -0.49359
6 N -0.35974 -0.27822 -0.39499
7 N -0.53463 -0.43874 -2.78569
8 O -0.24413 2.38670 -0.33209
9 S 0.61978 1.27565 0.08002
10 H -1.72786 0.56111 1.83339
11 H -0.64573 -0.48507 2.85929
12 H 0.08641 -1.73648 0.92302
13 H -1.76051 -1.47226 0.73551
14 H 0.34422 1.69987 2.54449
15 H 1.40003 0.26041 2.22964
16 H -0.14273 -2.13265 -1.43030
17 H 1.11998 -0.99891 -1.79283
18 H 2.12462 1.55509 -1.30061
19 H -1.52712 -0.32390 -2.60803
20 H 0.07037 0.40847 -2.98810

Calculated values
DFT total energy in hartree: -796.58934
HOMO in eV: -8.55
2S+1: 1
SMILES: N=[S@]1(=O)CCCN1CN
F_max in hartree/bohr: 0.0781
Kohn-Sham gap in Ha: 0.3424

And the Löwdin charges, in e, turn out to be:
1 C -0.238
2 C -0.277
3 C -0.269
4 C -0.354
5 N -0.221
6 N -0.218
7 N -0.002
8 O -0.347
9 S 0.770
10 H 0.155
11 H 0.085
12 H 0.091
13 H 0.158
14 H 0.129
15 H 0.132
16 H 0.133
17 H 0.100
18 H 0.010
19 H 0.069
20 H 0.093

Record 2
Here is a molecular structure, C24H16F5N4O4V from the Open Molecules 2025 dataset. Energies are from the ωB97M-V functional and the def2-TZVPD basis.

CARTESIAN COORDINATES (ANGSTROEM)
1 V 0.19254 -0.94247 -0.16449
2 C -1.87672 -3.41050 -0.55145
3 O -1.54405 -1.98584 -0.64276
4 C -2.51132 -1.20438 -1.30142
5 C -3.49323 -1.68969 -2.13807
6 C -4.37379 -0.76543 -2.68943
7 C -4.26827 0.59310 -2.41301
8 C -3.27311 1.06625 -1.57782
9 C -2.39047 0.14672 -1.02703
10 N -1.29263 0.44788 -0.19740
11 N -1.23279 1.60284 0.30744
12 C -0.26937 1.97765 1.17113
13 C 0.66527 1.07536 1.72202
14 O 0.64550 -0.21335 1.30393
15 C 1.56513 1.43146 2.71844
16 C 1.55964 2.73686 3.15219
17 C 0.67442 3.70569 2.63078
18 C 0.71013 5.03867 3.09830
19 C -0.15110 5.96980 2.58740
20 C -1.07488 5.60103 1.59384
21 C -1.13480 4.31360 1.11942
22 C -0.26457 3.34127 1.63217
23 H -2.92710 -3.48471 -0.28399
24 H -1.26430 -3.83245 0.23402
25 H -1.67236 -3.88632 -1.50772
26 H -3.59500 -2.73929 -2.36848
27 H -5.15418 -1.11826 -3.34920
28 H -4.96360 1.28744 -2.86287
29 H -3.16621 2.11938 -1.36328
30 H 2.23442 0.68988 3.12999
31 H 2.25478 3.04045 3.92552
32 H 1.42870 5.30593 3.86211
33 H -0.12743 6.99057 2.94231
34 H -1.74920 6.34742 1.19614
35 H -1.84594 4.04893 0.35098
36 N 3.59245 -0.76076 -1.93038
37 N 3.22500 0.57093 -1.72094
38 C 1.96389 0.94706 -1.50219
39 O 1.45808 2.00644 -1.36185
40 O 1.09984 -0.24274 -1.40186
41 H 4.38767 -0.97786 -1.34150
42 H 3.84777 -0.89884 -2.90247
43 H 3.87834 1.32890 -1.88156
44 F 1.01742 -2.87643 -2.42778
45 C 1.37278 -3.39442 -1.25059
46 C 0.93146 -2.77681 -0.08486
47 C 1.24242 -3.36331 1.13899
48 F 0.76812 -2.83121 2.26614
49 C 2.03498 -4.49442 1.20930
50 F 2.34389 -5.02967 2.37456
51 C 2.49903 -5.06833 0.02893
52 F 3.25437 -6.13725 0.08081
53 C 2.16431 -4.52278 -1.21096
54 F 2.60410 -5.08396 -2.32147

Calculated values
Net charge: +2
DFT total energy in hartree: -2886.83642
HOMO in eV: -14.11
2S+1: 1
F_max in hartree/bohr: 0.0128
Kohn-Sham gap in Ha: 0.1944

And the Löwdin charges, in e, turn out to be:
1 V 1.199
2 C 0.039
3 O -0.201
4 C -0.184
5 C 0.021
6 C -0.015
7 C -0.027
8 C 0.032
9 C -0.161
10 N -0.001
11 N 0.191
12 C -0.121
13 C -0.203
14 O -0.075
15 C 0.041
16 C 0.062
17 C -0.140
18 C 0.007
19 C -0.025
20 C -0.016
21 C 0.003
22 C -0.075
23 H 0.123
24 H 0.100
25 H 0.122
26 H 0.129
27 H 0.129
28 H 0.127
29 H 0.123
30 H 0.139
31 H 0.141
32 H 0.129
33 H 0.124
34 H 0.124
35 H 0.113
36 N 0.081
37 N 0.033
38 C -0.493
39 O 0.185
40 O -0.106
41 H 0.111
42 H 0.117
43 H 0.182
44 F 0.120
45 C -0.223
46 C -0.088
47 C -0.209
48 F 0.123
49 C -0.125
50 F 0.175
51 C -0.101
52 F 0.199
53 C -0.125
54 F 0.172

Record 3
Here is a molecular structure, C28H37N5O2PPdS2 from the Open Molecules 2025 dataset. Energies are from the ωB97M-V functional and the def2-TZVPD basis.

CARTESIAN COORDINATES (ANGSTROEM)
1 Pd -0.58105 -0.82684 -0.05785
2 C -0.74701 1.29030 2.10540
3 N -0.14158 -0.05137 1.96030
4 C -0.61971 -0.92749 3.04632
5 C 1.33955 -0.01227 1.97310
6 C 1.87798 0.63062 0.72252
7 N 1.49705 -0.16605 -0.46939
8 C 1.48763 0.66812 -1.68447
9 C 2.40639 -1.31439 -0.66328
10 H -0.43972 1.72882 3.05922
11 H -1.83071 1.19088 2.09877
12 H -0.45405 1.94807 1.28974
13 H -0.29260 -0.53503 4.01336
14 H -0.21330 -1.92579 2.92202
15 H -1.70737 -0.95856 3.04278
16 H 1.68457 -1.04366 2.05029
17 H 1.69718 0.51676 2.86235
18 H 2.96617 0.71821 0.78766
19 H 1.48071 1.63666 0.58952
20 H 2.50364 0.98708 -1.93512
21 H 0.88390 1.55210 -1.50563
22 H 1.09460 0.09219 -2.52243
23 H 3.41009 -0.94790 -0.89575
24 H 2.05595 -1.92878 -1.48596
25 H 2.45418 -1.91924 0.23964
26 C -0.21159 -4.27330 1.42835
27 P -0.62093 -3.23032 0.01365
28 C -2.40112 -3.36630 -0.22549
29 C -2.95000 -3.98254 -1.35304
30 C -4.32884 -4.07113 -1.48416
31 C -5.16187 -3.53977 -0.50641
32 C -4.62252 -2.92374 0.61845
33 C -3.24708 -2.83525 0.75779
34 C 0.16790 -3.89378 -1.44632
35 C 0.79570 -5.13740 -1.44871
36 C 1.32519 -5.64156 -2.63047
37 C 1.23150 -4.91126 -3.80493
38 C 0.61026 -3.66512 -3.81079
39 C 0.08332 -3.16033 -2.63567
40 H -0.50067 -5.29582 1.18207
41 H -0.78612 -3.96174 2.29827
42 H 0.85368 -4.23704 1.65692
43 H -2.30795 -4.40713 -2.11388
44 H -4.75431 -4.57231 -2.34357
45 H -6.23565 -3.62069 -0.61279
46 H -5.27444 -2.53292 1.38857
47 H -2.82864 -2.38593 1.65261
48 H 0.88498 -5.72071 -0.54208
49 H 1.80737 -6.60971 -2.63093
50 H 1.64459 -5.31129 -4.72138
51 H 0.54215 -3.09873 -4.73024
52 H -0.40540 -2.18784 -2.64192
53 N -4.18847 8.64752 -1.99146
54 C -3.35412 7.62892 -1.91772
55 C -3.36749 6.77602 -0.76234
56 C -2.51066 5.71496 -0.70388
57 C -1.62501 5.49259 -1.77178
58 C -1.58309 6.32368 -2.91131
59 C -2.43512 7.38414 -2.99258
60 S -0.46544 4.13323 -1.71474
61 O 0.67627 4.57934 -2.43503
62 O -0.36399 3.67779 -0.36074
63 N -1.15855 2.97385 -2.69034
64 C -1.74608 1.93731 -2.19936
65 S -2.16295 0.65845 -3.38551
66 C -2.67877 -0.31378 -2.13595
67 C -2.55782 0.35094 -0.89566
68 N -2.06420 1.58508 -0.91876
69 H -4.83985 8.85787 -1.24488
70 H -4.19189 9.27197 -2.78915
71 H -4.04265 6.99766 0.05490
72 H -2.47816 5.06917 0.16331
73 H -0.85544 6.13421 -3.68882
74 H -2.41628 8.05232 -3.84479
75 H -3.12058 -1.29009 -2.29050
76 H -3.04789 -0.02004 0.00171

Calculated values
Net charge: +3
DFT total energy in hartree: -2778.01511
HOMO (alpha / beta) in eV: -15.91 / -16.69
2S+1: 5
F_max in hartree/bohr: 0.0145
Kohn-Sham gap (alpha / beta) in Ha: 0.3074 / 0.2095

And the Löwdin charges, in e, turn out to be:
1 Pd 0.820
2 C -0.049
3 N -0.329
4 C -0.058
5 C -0.163
6 C -0.151
7 N -0.319
8 C -0.042
9 C -0.050
10 H 0.118
11 H 0.095
12 H 0.052
13 H 0.118
14 H 0.066
15 H 0.089
16 H 0.118
17 H 0.152
18 H 0.152
19 H 0.116
20 H 0.122
21 H 0.056
22 H 0.093
23 H 0.116
24 H 0.072
25 H 0.089
26 C -0.200
27 P 0.974
28 C -0.381
29 C -0.071
30 C -0.039
31 C -0.030
32 C -0.048
33 C -0.118
34 C -0.407
35 C -0.055
36 C -0.029
37 C -0.026
38 C -0.045
39 C -0.143
40 H 0.075
41 H 0.049
42 H 0.069
43 H 0.112
44 H 0.125
45 H 0.125
46 H 0.122
47 H 0.086
48 H 0.108
49 H 0.127
50 H 0.126
51 H 0.120
52 H 0.076
53 N 0.285
54 C -0.219
55 C 0.058
56 C -0.005
57 C -0.190
58 C 0.002
59 C 0.063
60 S 0.630
61 O -0.241
62 O -0.294
63 N -0.032
64 C -0.661
65 S 1.167
66 C -0.383
67 C -0.310
68 N 0.078
69 H 0.161
70 H 0.162
71 H 0.140
72 H 0.130
73 H 0.138
74 H 0.144
75 H 0.079
76 H 0.115

Record 4
Here is a single N2 molecule from the Open Molecules 2025 dataset. Energies are from the ωB97M-V functional and the def2-TZVPD basis.

CARTESIAN COORDINATES (ANGSTROEM)
1 N 0.00000 0.00000 0.54681
2 N 0.00000 0.00000 -0.54681

Calculated values
DFT total energy in hartree: -109.55255
HOMO in eV: -14.81
2S+1: 1
SMILES: N#N
F_max in hartree/bohr: 0.0132
Kohn-Sham gap in Ha: 0.6173

And the Löwdin charges, in e, turn out to be:
1 N 0.000
2 N 0.000

Record 5
Here is a single C3H9NO molecule at a distorted geometry from the Open Molecules 2025 dataset. Energies are from the ωB97M-V functional and the def2-TZVPD basis.

CARTESIAN COORDINATES (ANGSTROEM)
1 C 0.89176 0.69396 0.25617
2 C -0.38871 0.35369 -0.52888
3 C -1.64352 0.23384 0.43032
4 O -0.16756 -0.72329 -1.37619
5 N 1.23536 -0.52991 0.99404
6 H 1.65819 1.03305 -0.43389
7 H 0.71339 1.53722 0.92307
8 H -0.70053 1.13928 -1.23119
9 H -1.92298 -0.81028 0.34666
10 H -1.58686 0.58078 1.46173
11 H -2.38436 0.89064 -0.01475
12 H -0.17005 -1.54634 -0.90624
13 H 2.13316 -0.87654 0.71379
14 H 1.32974 -0.39282 2.00314

Calculated values
DFT total energy in hartree: -249.67292
HOMO in eV: -9.43
2S+1: 1
SMILES: C[C@H](O)CN
F_max in hartree/bohr: 0.0414
Kohn-Sham gap in Ha: 0.3843

And the Löwdin charges, in e, turn out to be:
1 C -0.230
2 C -0.453
3 C -0.035
4 O -0.035
5 N 0.007
6 H 0.105
7 H 0.106
8 H 0.130
9 H 0.067
10 H 0.069
11 H 0.062
12 H 0.073
13 H 0.059
14 H 0.074

Record 6
Here is a single C6H9NO molecule at a distorted geometry from the Open Molecules 2025 dataset. Energies are from the ωB97M-V functional and the def2-TZVPD basis.

CARTESIAN COORDINATES (ANGSTROEM)
1 C 0.11788 1.03885 0.73065
2 C 1.55570 -0.90844 0.25319
3 C 0.31673 -0.21821 -0.05739
4 C 0.24624 1.50553 2.10949
5 C -1.05661 -0.51754 -2.10487
6 C -0.92853 -0.90096 -0.57671
7 N 0.37660 1.46831 -0.41195
8 O 1.74534 -2.07397 0.42386
9 H 2.39761 -0.20634 0.45656
10 H 0.22659 2.50734 1.98166
11 H 1.26605 1.06833 2.28214
12 H -0.52627 0.96573 2.78340
13 H -1.33351 0.51940 -2.17556
14 H -1.85209 -1.07487 -2.59471
15 H 0.02267 -0.66142 -2.56994
16 H -0.79459 -1.96954 -0.46170
17 H -1.77982 -0.54220 -0.06812

Calculated values
DFT total energy in hartree: -363.91010
HOMO in eV: -9.62
2S+1: 1
SMILES: CC[C@@]1(C=O)N=C1C
F_max in hartree/bohr: 0.0946
Kohn-Sham gap in Ha: 0.3714

And the Löwdin charges, in e, turn out to be:
1 C -0.389
2 C -0.269
3 C -0.269
4 C 0.009
5 C -0.091
6 C -0.177
7 N 0.279
8 O 0.071
9 H 0.131
10 H 0.044
11 H 0.112
12 H 0.133
13 H 0.044
14 H 0.057
15 H 0.120
16 H 0.107
17 H 0.089

Record 7
Here is 2 unconnected molecules or ions with the total composition C5H15N2O at a distorted geometry from the Open Molecules 2025 dataset. Energies are from the ωB97M-V functional and the def2-TZVPD basis.

CARTESIAN COORDINATES (ANGSTROEM)
1 C -0.25684 1.99235 -2.72682
2 C -0.55311 0.91949 -1.68440
3 C 0.71675 0.06762 -1.38180
4 C 0.83069 -0.36248 0.04141
5 C 1.33835 0.33278 1.05865
6 N 1.24914 0.06332 2.39385
7 N 0.16182 -1.67695 0.34963
8 H 0.30851 1.58032 -3.56222
9 H 0.30004 2.82748 -2.30507
10 H -1.15482 2.31283 -3.24002
11 H -0.88249 1.36113 -0.74412
12 H -1.34275 0.25531 -2.03947
13 H 1.58433 0.61908 -1.74072
14 H 0.78831 -0.79577 -2.06132
15 H 1.89661 1.22408 0.79722
16 H 1.66883 0.68337 3.06506
17 H 0.60702 -0.61616 2.76602
18 H -0.57621 -1.52763 1.04483
19 H -0.19444 -2.09756 -0.50304
20 H 0.89592 -2.22903 0.79586
21 H -3.17518 -1.36399 1.10094
22 H -2.85941 -0.39993 2.28661
23 O -2.47436 -1.02510 1.66554

Calculated values
Net charge: +1
DFT total energy in hartree: -384.00834
HOMO in eV: -12.41
2S+1: 1
F_max in hartree/bohr: 0.0330
Kohn-Sham gap in Ha: 0.3397

And the Löwdin charges, in e, turn out to be:
1 C -0.104
2 C -0.239
3 C -0.174
4 C -0.252
5 C -0.131
6 N 0.101
7 N 0.244
8 H 0.077
9 H 0.082
10 H 0.073
11 H 0.104
12 H 0.103
13 H 0.119
14 H 0.121
15 H 0.147
16 H 0.109
17 H 0.092
18 H 0.107
19 H 0.167
20 H 0.173
21 H 0.060
22 H 0.063
23 O -0.042

Record 8
Here is 2 unconnected molecules or ions with the total composition C2H8O at a distorted geometry from the Open Molecules 2025 dataset. Energies are from the ωB97M-V functional and the def2-TZVPD basis.

CARTESIAN COORDINATES (ANGSTROEM)
1 C 1.80595 1.29860 -0.94893
2 C 1.54505 0.23902 -1.98952
3 H 1.05611 2.13600 -1.22242
4 H 2.72047 1.85373 -0.83192
5 H 1.38466 0.94552 0.01035
6 H 2.43203 -0.32726 -2.32447
7 H 1.06982 -0.57226 -1.42959
8 H 0.89277 0.56027 -2.80753
9 H -2.83327 -0.74617 1.98565
10 H -2.40155 -1.27225 3.30171
11 O -3.06807 -1.46389 2.61663

Calculated values
Net charge: -1
DFT total energy in hartree: -156.16143
HOMO (alpha / beta) in eV: 1.32 / -6.81
2S+1: 2
F_max in hartree/bohr: 0.0718
Kohn-Sham gap (alpha / beta) in Ha: 0.1036 / 0.4033

And the Löwdin charges, in e, turn out to be:
1 C -0.314
2 C -0.286
3 H 0.066
4 H 0.033
5 H 0.015
6 H 0.051
7 H 0.029
8 H 0.051
9 H -0.097
10 H -0.074
11 O -0.475